[1]
C20H16Cl5MoNO2SSe2 | ωB97M-V/def2-TZVPD

Summary:
**Lowest unoccupied orbital energy (spin up / spin down)**: -0.78 / -0.89 eV
**Kohn-Sham gap (spin up / spin down)**: 6.353 / 7.051 eV
**Charge**: 0
**Energy above the lowest of the compared OMol25 structures with the same formula, charge and spin**: 0.0000 eV
**Spin multiplicity**: 3
**Electronic energy**: -8547.16381 Eh
**HOMO energy (spin up / spin down)**: -7.138 / -7.941 eV

Each line ends with the natural charge from an NBO analysis.
Geometry (Å):
1 Mo -0.36866 0.49194 0.02754  0.7022
2 S -4.68842 1.54214 0.03443  0.4477
3 C -3.97270 2.58122 1.19666  -0.3927
4 C -2.61373 2.51579 1.19385  -0.2523
5 C -2.10377 1.60259 0.22669  -0.2405
6 C -3.13645 1.02200 -0.48267  -0.2794
7 C -2.87451 0.19645 -1.64424  0.2032
8 C -3.83574 -0.23651 -2.54900  -0.2400
9 C -3.42112 -0.87968 -3.70025  -0.1295
10 C -2.06281 -1.05216 -3.93006  -0.2739
11 C -1.16646 -0.62331 -2.96711  0.0966
12 N -1.55650 -0.04328 -1.83297  -0.4663
13 H -4.60252 3.17775 1.83068  0.2396
14 H -1.98434 3.08006 1.86369  0.2477
15 H -4.88173 -0.04419 -2.35887  0.2293
16 H -4.14870 -1.22211 -4.42170  0.2238
17 H -1.69512 -1.51340 -4.83350  0.2298
18 H -0.09660 -0.72852 -3.09562  0.2301
19 O 4.80743 3.17149 0.73765  -0.7256
20 C 4.67989 1.77736 0.93487  -0.0444
21 C 3.22597 1.36288 0.65969  -0.1462
22 C 3.11925 -0.11639 1.06081  -0.0586
23 O 2.09374 -0.74240 0.30722  -0.7181
24 C 3.00276 1.52840 -0.84191  -0.5447
25 Se 1.17106 1.52577 -1.54785  0.0872
26 C 2.31319 2.27036 1.49909  -0.5458
27 Se 0.58953 1.53209 2.07571  -0.0424
28 H 5.71528 3.42778 0.91989  0.4757
29 H 4.93581 1.50706 1.96873  0.1659
30 H 5.35131 1.23125 0.25726  0.1641
31 H 2.90968 -0.18911 2.13542  0.1906
32 H 4.06781 -0.62435 0.85124  0.1692
33 H 2.08563 -1.68703 0.49697  0.4942
34 H 3.52433 0.73559 -1.38243  0.2211
35 H 3.40869 2.49178 -1.15589  0.2428
36 H 2.12031 3.20331 0.96596  0.2344
37 H 2.81762 2.52634 2.43369  0.2219
38 Cl -2.18085 -0.42949 2.61725  0.0696
39 C -1.53427 -1.80122 1.77555  -0.0534
40 C -0.74407 -1.57423 0.65315  -0.3706
41 C -0.31072 -2.71956 -0.00587  0.0304
42 Cl 0.67034 -2.55950 -1.43540  0.0172
43 C -0.61090 -4.01366 0.41858  -0.1260
44 Cl -0.04434 -5.39303 -0.44293  0.0537
45 C -1.40333 -4.19044 1.55183  -0.0805
46 Cl -1.81747 -5.77150 2.08407  0.0625
47 C -1.87452 -3.07129 2.23493  -0.0799
48 Cl -2.87931 -3.27500 3.61520  0.0602

[2]
C20H16ClN3O5S3 | ωB97M-V/def2-TZVPD

Summary:
**Lowest unoccupied orbital energy**: -0.41 eV
**Kohn-Sham gap**: 7.988 eV
**Charge**: 0
**Electronic energy**: -2967.03107 Eh
**SMILES**: CCOC(=O)Cn1/c(=N/C(=O)c2sc3ccccc3c2Cl)sc2cc(S(N)(=O)=O)ccc21
**HOMO energy**: -8.395 eV

Each line ends with the natural charge from an NBO analysis.
Geometry (Å):
1 C -2.29670 -3.05504 -1.48660  -0.6335
2 C -1.09511 -3.87726 -1.04843  -0.0763
3 H -1.39920 -4.84940 -0.65634  0.1916
4 H -0.39636 -4.00936 -1.88046  0.2008
5 O -0.40800 -3.24032 0.03763  -0.5022
6 C 0.45142 -2.28251 -0.27183  0.7976
7 O 0.76340 -1.94333 -1.37863  -0.5877
8 C 1.03124 -1.65271 1.00131  -0.3197
9 N 1.61007 -0.37517 0.68272  -0.3901
10 C 0.78158 0.63897 0.35764  0.3390
11 N -0.50401 0.53157 0.43878  -0.6390
12 C -1.19499 1.65130 0.07076  0.6257
13 O -0.64509 2.69731 -0.26351  -0.5891
14 C -2.63202 1.45003 0.11513  -0.3047
15 C -3.64238 2.32375 -0.17991  -0.0259
16 C -4.94201 1.75306 -0.03211  -0.0548
17 C -6.19044 2.34264 -0.24404  -0.1854
18 C -7.32638 1.59477 -0.03900  -0.2232
19 C -7.24230 0.26360 0.37534  -0.1933
20 C -6.02041 -0.33825 0.59073  -0.2231
21 C -4.86895 0.41011 0.38636  -0.1882
22 S -3.22197 -0.11678 0.58930  0.4502
23 H -5.95030 -1.36549 0.91137  0.2202
24 H -8.14872 -0.30209 0.52892  0.2169
25 H -8.29741 2.03802 -0.19890  0.2177
26 H -6.23981 3.37169 -0.56377  0.2264
27 Cl -3.38607 3.93344 -0.67477  0.0697
28 S 1.62853 2.07926 -0.15258  0.4955
29 C 3.14778 1.21292 0.03390  -0.2513
30 C 4.42683 1.68305 -0.20908  -0.1786
31 C 5.48141 0.81966 -0.00327  -0.3358
32 C 5.29551 -0.48408 0.42565  -0.1795
33 C 4.02170 -0.96244 0.66871  -0.2487
34 C 2.94350 -0.10459 0.47619  0.2432
35 H 3.87687 -1.98133 0.99025  0.2198
36 H 6.16341 -1.11114 0.54662  0.2460
37 S 7.14198 1.41023 -0.25766  2.3055
38 O 8.02450 0.29572 -0.43915  -0.9371
39 O 7.13508 2.47441 -1.21616  -0.9337
40 N 7.45920 2.07187 1.26001  -1.0767
41 H 8.25367 1.63495 1.69806  0.4040
42 H 7.56845 3.07206 1.21581  0.4027
43 H 4.60820 2.68364 -0.56403  0.2483
44 H 1.78433 -2.31356 1.43065  0.2380
45 H 0.21383 -1.51350 1.71295  0.2600
46 H -2.83110 -3.58099 -2.27216  0.2189
47 H -2.96475 -2.88748 -0.64576  0.2121
48 H -1.96799 -2.09124 -1.86662  0.2280

[3]
C20H16ClNO4S | ωB97M-V/def2-TZVPD

Summary:
**Lowest unoccupied orbital energy**: -0.78 eV
**Kohn-Sham gap**: 7.662 eV
**Charge**: 0
**Energy above the lowest of the compared OMol25 structures with the same formula, charge and spin**: 3.2492 eV
**Electronic energy**: -1985.73988 Eh
**SMILES**: CCOC(=O)[C@H]1C(=O)/C(=C/c2cccc(O)c2)S/C1=N\c1ccc(Cl)cc1
**HOMO energy**: -8.444 eV

Each line ends with the natural charge from an NBO analysis.
Geometry (Å):
1 O 3.06382 -0.39652 0.70955  -0.5799
2 O 1.84307 2.71482 1.91461  -0.4976
3 Cl -3.85586 -4.78147 -1.42224  -0.0073
4 N -0.08026 -1.66679 1.79948  -0.4326
5 O -0.20881 4.00684 -5.32160  -0.6758
6 O 3.24262 -0.64148 2.94943  -0.4903
7 S -0.66564 0.45999 0.17086  0.3717
8 C 2.59759 -0.24353 1.82439  0.8287
9 C 1.24612 1.83522 1.39751  0.5477
10 C 0.24855 -0.43208 1.37873  0.1790
11 C 0.23664 1.95819 0.42410  -0.3194
12 C 0.28030 3.15421 -0.40148  -0.0550
13 C -2.69753 3.58811 -2.68440  -0.1712
14 C -1.42016 -3.82910 -0.68339  -0.1896
15 C -3.29551 -3.10539 0.70502  -0.2311
16 C -0.54719 -3.14249 0.06778  -0.2436
17 C -2.37120 -2.46088 1.51947  -0.2300
18 C -2.07746 3.68004 -3.93262  -0.2824
19 C -1.96525 3.29539 -1.55817  -0.2406
20 C 0.03924 3.45330 -2.85608  -0.2588
21 C -2.83468 -3.89955 -0.30940  -0.0478
22 C -1.00626 -2.38600 1.15471  0.1210
23 C -0.71270 3.61879 -4.03584  0.3182
24 C -0.60343 3.30241 -1.65274  -0.0590
25 C 1.28856 0.48872 2.04239  -0.4794
26 C 3.07259 -3.03888 2.68953  -0.6409
27 C 3.98383 -1.81174 2.75642  -0.0814
28 H -0.98625 3.99981 -5.92987  0.4787
29 H 0.96917 3.98191 -0.15708  0.2488
30 H -3.81930 3.54474 -2.59126  0.2220
31 H -1.20560 -4.48107 -1.53092  0.2275
32 H -4.27977 -3.13244 1.07898  0.2262
33 H 0.51822 -3.12602 -0.28360  0.2342
34 H -2.80149 -1.81193 2.30659  0.2238
35 H -2.72776 3.82849 -4.82837  0.2108
36 H -2.40605 3.16128 -0.60731  0.2218
37 H 1.14171 3.52851 -2.90605  0.2358
38 H 1.13213 0.57074 3.07074  0.2775
39 H 2.28912 -2.99027 3.45690  0.2212
40 H 3.64969 -4.00071 2.83683  0.2199
41 H 2.45361 -3.02956 1.79767  0.2145
42 H 4.70995 -1.78194 1.99949  0.1965
43 H 4.56161 -1.98167 3.64121  0.1879

[4]
C20H16FN5O | ωB97M-V/def2-TZVPD

Summary:
**Lowest unoccupied orbital energy**: 0.04 eV
**Kohn-Sham gap**: 8.160 eV
**Charge**: 0
**Electronic energy**: -1220.57815 Eh
**SMILES**: O=C1NC2(CC2)Cc2[nH]c3c(c21)CCc1cnc(-c2ccc(F)nc2)nc1-3
**HOMO energy**: -8.119 eV

Each line ends with the natural charge from an NBO analysis.
Geometry (Å):
1 O -3.22261 -1.92880 1.49538  -0.6064
2 F 7.79583 4.30076 0.23673  -0.3138
3 N 1.95117 3.94856 2.39711  -0.4657
4 N 6.03828 2.82875 0.38308  -0.4606
5 N 1.94610 2.14798 0.93845  -0.4686
6 C -2.51528 -1.88610 0.55490  0.6764
7 C -1.37628 -1.03344 0.54131  -0.2628
8 C 0.17000 0.54483 0.89164  0.0247
9 C -1.10493 0.18526 1.21163  0.0471
10 C -0.23715 -1.39080 -0.17652  0.2537
11 C 2.49278 3.20048 1.41115  0.3876
12 C 4.68991 2.57940 0.57331  0.0828
13 C 0.74650 3.66708 2.87208  0.0861
14 C 6.48910 4.07212 0.49142  0.5845
15 C 0.71752 1.73388 1.40102  0.2249
16 C 5.66528 5.12756 0.76461  -0.3184
17 C 4.37597 4.87478 1.15139  -0.1162
18 C 3.80134 3.62785 0.95684  -0.1409
19 C 0.10144 2.48685 2.46021  -0.0715
20 N 0.71159 -0.47998 0.12550  -0.4831
21 N -2.71085 -2.81582 -0.45058  -0.6196
22 C -1.98008 1.04270 2.18361  -0.4232
23 C -0.33161 -2.60534 -1.26682  -0.4228
24 C -1.10778 1.86611 3.13935  -0.4245
25 C -2.05796 -4.50357 -2.05950  -0.4302
26 C -2.45526 -3.18838 -2.81034  -0.4264
27 C -1.75591 -3.09585 -1.43764  0.1130
28 H 4.50919 1.51019 0.58454  0.2173
29 H 0.31006 4.26183 3.60366  0.1932
30 H 6.01712 6.10629 0.76782  0.2271
31 H 3.80184 5.67425 1.68421  0.2450
32 H 1.64766 -0.55566 -0.22224  0.4253
33 H -3.39880 -3.49376 -0.25753  0.4053
34 H -2.72629 1.70280 1.70353  0.2216
35 H -2.44104 0.27768 2.84848  0.2499
36 H 0.25232 -3.42592 -0.68420  0.2293
37 H 0.20534 -2.35908 -2.16988  0.2403
38 H -1.73936 2.54885 3.75945  0.2264
39 H -0.70056 1.15510 3.92116  0.2160
40 H -2.96117 -5.03110 -1.78522  0.2153
41 H -1.30991 -5.10516 -2.50606  0.2206
42 H -1.97289 -2.79651 -3.77136  0.2217
43 H -3.57604 -3.02207 -2.70106  0.2197

[5]
C20H16MoN5O7S3Sb | ωB97M-V/def2-TZVPD

Summary:
**Lowest unoccupied orbital energy (spin up / spin down)**: 1.09 / 0.14 eV
**Kohn-Sham gap (spin up / spin down)**: 5.977 / 5.004 eV
**Charge**: -1
**Energy above the lowest of the compared OMol25 structures with the same formula, charge and spin**: 0.0000 eV
**Spin multiplicity**: 2
**Electronic energy**: -3075.12528 Eh
**HOMO energy (spin up / spin down)**: -4.890 / -4.865 eV

Each line ends with the natural charge from an NBO analysis.
Geometry (Å):
1 Mo -0.10993 -0.20004 -0.30860  1.0547
2 S -1.13429 -3.72752 2.26022  -0.4611
3 Sb -0.47492 -1.53156 2.73727  0.9357
4 S 1.47013 -1.05533 1.49362  -0.6345
5 S -1.82053 -0.11322 1.32820  -0.4859
6 O 3.82899 4.53470 -4.67302  -0.3981
7 N 3.16185 5.01041 -3.77140  0.5392
8 O 2.90172 6.19413 -3.66254  -0.3896
9 C 2.64376 4.10323 -2.75792  -0.0607
10 C 1.85350 4.60254 -1.73357  -0.0996
11 C 1.35838 3.75416 -0.77783  -0.0864
12 C 1.59153 2.33307 -0.79704  0.5303
13 O 1.13814 1.52501 0.05119  -0.6516
14 C 2.41435 1.90780 -1.89560  -0.1114
15 C 2.94381 2.76031 -2.83666  -0.1101
16 N 2.74578 0.50214 -2.05385  0.5522
17 O 2.00960 -0.36176 -1.58088  -0.3693
18 O 3.73808 0.21851 -2.69202  -0.3654
19 N 0.52873 4.37405 0.26528  0.5358
20 O 0.33634 5.57773 0.18104  -0.4108
21 O 0.14513 3.68903 1.18521  -0.3405
22 H 1.61679 5.65374 -1.68488  0.2836
23 H 3.56559 2.37860 -3.63164  0.2767
24 C -2.61175 2.76619 -0.27866  -0.6459
25 C -1.93713 3.01878 -1.59365  -0.0405
26 C -2.09182 4.22318 -2.26113  -0.2081
27 C -1.48963 4.45833 -3.49132  -0.2376
28 C -0.75305 3.44978 -4.08780  -0.2128
29 C -0.58182 2.21805 -3.46673  -0.0570
30 C 0.18841 1.12495 -4.15937  -0.6377
31 C -1.14030 2.01556 -2.18840  0.1750
32 N -0.86004 0.85539 -1.51997  -0.5038
33 H -3.24131 3.61297 -0.00507  0.2086
34 H -1.88700 2.59894 0.51945  0.2501
35 H -3.23487 1.87132 -0.32832  0.2241
36 H -2.69278 4.99727 -1.79726  0.2074
37 H -1.60935 5.41462 -3.98437  0.2083
38 H -0.30343 3.60904 -5.06246  0.2048
39 H 1.25754 1.35134 -4.20507  0.2044
40 H -0.15843 1.01394 -5.18832  0.2179
41 H 0.06424 0.16873 -3.65310  0.2363
42 N -0.37389 -1.77842 -0.95830  -0.4504
43 C -0.43789 -2.99627 -1.57122  0.2021
44 C -1.54736 -3.82318 -1.35331  -0.2437
45 C -1.61357 -5.06209 -1.96652  -0.2074
46 C -0.59308 -5.49440 -2.80506  -0.2387
47 C 0.50640 -4.67313 -3.02005  -0.2071
48 C 0.59460 -3.43324 -2.40959  -0.2528
49 H -2.33400 -3.47634 -0.69581  0.2304
50 H -2.47231 -5.69731 -1.78624  0.2064
51 H -0.65185 -6.46446 -3.28203  0.2013
52 H 1.31021 -5.00333 -3.66687  0.2054
53 H 1.45432 -2.79310 -2.55689  0.2277

[6]
C20H16N6ORhSe | ωB97M-V/def2-TZVPD

Summary:
**Lowest unoccupied orbital energy**: -11.70 eV
**Kohn-Sham gap**: 5.547 eV
**Charge**: +3
**Electronic energy**: -3686.53557 Eh
**HOMO energy**: -17.244 eV

Each line ends with the natural charge from an NBO analysis.
Geometry (Å):
1 Rh 0.82049 -0.23644 -0.70652  1.2623
2 C 2.92135 -3.25343 -3.00895  -0.7176
3 C 1.92409 -2.85469 -1.98391  0.7474
4 O 1.93971 -1.66405 -1.51564  -0.7108
5 N 1.01600 -3.70058 -1.55334  -0.5186
6 C 0.12148 -3.39776 -0.44737  -0.2714
7 C -1.06211 -2.51681 -0.80615  0.2008
8 C -2.31554 -3.07637 -0.97313  -0.1966
9 C -3.40157 -2.28882 -1.32673  -0.0624
10 C -3.20849 -0.92870 -1.51552  -0.1996
11 C -1.94814 -0.40778 -1.32290  0.0535
12 N -0.89687 -1.18418 -0.97930  -0.3663
13 H 3.72818 -2.52697 -3.03775  0.2821
14 H 2.43643 -3.28128 -3.98869  0.2886
15 H 3.31798 -4.24679 -2.79985  0.2806
16 H 0.99050 -4.62445 -1.96742  0.4536
17 H 0.72310 -2.94394 0.33726  0.2199
18 H -0.24892 -4.34418 -0.06158  0.2760
19 H -2.43460 -4.14158 -0.82523  0.2668
20 H -4.38122 -2.73248 -1.44946  0.2781
21 H -4.01800 -0.27061 -1.79865  0.2802
22 H -1.75485 0.64690 -1.44121  0.2333
23 Se -0.09124 5.55891 4.10983  1.1669
24 N 0.07608 3.81250 4.32985  -0.5699
25 C 0.15262 3.27485 3.13793  0.0668
26 C 0.29633 1.84440 2.91980  -0.0267
27 C 0.34325 0.86837 3.92072  -0.0319
28 C 0.47076 -0.45721 3.55366  -0.2139
29 C 0.56443 -0.80484 2.21242  0.0805
30 N 0.53882 0.12275 1.24948  -0.3644
31 C 0.38724 1.42237 1.59762  0.1466
32 C 0.30128 2.33299 0.49993  0.2182
33 N 0.36577 1.74330 -0.71036  -0.4518
34 C 0.25890 2.48986 -1.81520  0.0588
35 C 0.10526 3.86855 -1.73146  -0.2060
36 C 0.04592 4.48382 -0.49451  -0.0472
37 C 0.14251 3.70423 0.66414  -0.0657
38 C 0.08152 4.19006 2.03244  0.1552
39 N -0.05086 5.45471 2.34521  -0.5889
40 H 0.27265 1.16213 4.96077  0.2849
41 H 0.50846 -1.24295 4.29534  0.2792
42 H 0.69007 -1.83388 1.91766  0.2209
43 H 0.31768 1.97958 -2.77003  0.2425
44 H 0.03320 4.44411 -2.64397  0.2813
45 H -0.07961 5.55637 -0.40921  0.2849